(1)
Formula: C33H47ClN10O6V
Source: OMol25
Level of theory: wB97M-V/def2-TZVPD

Last column: Löwdin spin population.
CARTESIAN COORDINATES (ANGSTROEM)
1 V 0.400 0.427 1.074  1.02
2 C 0.921 -3.973 -0.692  0.00
3 C 0.538 -3.610 0.750  0.00
4 C -0.915 -3.164 0.827  0.00
5 C -1.945 -4.035 1.194  0.00
6 C -3.270 -3.584 1.147  0.00
7 C -3.588 -2.285 0.712  0.00
8 C -2.538 -1.440 0.275  0.00
9 N -1.292 -1.891 0.425  0.00
10 N 0.733 -2.805 -1.560  0.00
11 C 1.862 -1.827 -1.623  0.00
12 C 2.786 -1.709 -0.428  0.00
13 C 3.963 -2.414 -0.503  0.00
14 C 4.879 -2.372 0.560  0.00
15 C 4.587 -1.500 1.594  0.00
16 C 3.384 -0.817 1.566  0.00
17 N 2.468 -0.938 0.641  0.00
18 C 0.079 -2.991 -2.808  0.00
19 C -0.692 -1.766 -3.424  0.00
20 C -2.040 -1.914 -3.715  0.00
21 C -2.749 -1.027 -4.510  0.00
22 C -2.045 0.034 -5.039  0.00
23 C -0.703 0.169 -4.684  0.00
24 N -0.021 -0.738 -3.937  0.00
25 H 0.352 -4.837 -1.087  0.00
26 H 1.960 -4.346 -0.724  0.00
27 H 1.245 -2.814 1.195  0.00
28 H 0.695 -4.423 1.460  0.00
29 H -1.779 -5.054 1.419  0.00
30 H -4.088 -4.243 1.468  0.00
31 H -4.609 -1.940 0.731  0.00
32 H -2.771 -0.434 -0.075  0.00
33 H 1.477 -0.850 -1.750  0.00
34 H 2.518 -2.090 -2.504  0.00
35 H 4.179 -3.033 -1.347  0.00
36 H 5.783 -2.968 0.436  0.00
37 H 5.253 -1.307 2.441  0.00
38 H 3.180 -0.105 2.361  0.00
39 H -0.592 -3.847 -2.614  0.00
40 H 0.815 -3.282 -3.562  0.00
41 H -2.539 -2.798 -3.330  0.00
42 H -3.758 -1.192 -4.815  0.00
43 H -2.587 0.736 -5.670  0.00
44 H -0.070 0.999 -4.984  0.00
45 C 2.813 2.998 1.635  0.00
46 N 3.147 2.352 0.380  0.00
47 C 4.589 2.338 -0.075  0.00
48 C 4.383 2.160 -1.579  0.00
49 N 3.060 1.653 -1.679  0.00
50 C 2.658 1.071 -3.044  0.00
51 C 2.391 1.794 -0.556  0.00
52 N 1.093 1.468 -0.289  -0.01
53 C 0.045 1.860 -1.231  0.00
54 C -0.940 2.572 -0.330  0.00
55 N -1.075 1.735 0.933  -0.02
56 C -2.328 1.887 1.400  0.00
57 N -2.943 0.915 2.133  0.00
58 C -2.105 0.286 3.081  0.01
59 C -4.291 1.352 2.561  0.00
60 C -4.387 2.785 2.041  0.00
61 N -3.068 2.977 1.391  0.00
62 C -2.832 4.335 0.985  0.00
63 H 3.699 2.847 2.310  0.00
64 H 1.996 2.557 2.098  0.00
65 H 2.679 4.079 1.423  0.00
66 H 5.080 1.498 0.455  0.00
67 H 5.034 3.301 0.240  0.00
68 H 5.037 1.475 -2.077  0.00
69 H 4.436 3.109 -2.133  0.00
70 H 3.352 0.267 -3.307  0.00
71 H 2.727 1.889 -3.813  0.00
72 H 1.632 0.738 -2.984  0.00
73 H -0.508 1.008 -1.672  0.00
74 H 0.306 2.590 -2.059  0.00
75 H -1.895 2.646 -0.770  0.00
76 H -0.494 3.578 0.025  0.00
77 H -1.485 0.969 3.661  0.00
78 H -1.382 -0.402 2.577  0.00
79 H -2.650 -0.338 3.786  0.00
80 H -4.268 1.180 3.648  0.00
81 H -5.042 0.703 2.155  0.00
82 H -4.479 3.547 2.837  0.00
83 H -5.150 2.820 1.330  0.00
84 H -3.582 4.981 1.446  0.00
85 H -3.049 4.454 -0.051  0.00
86 H -1.869 4.722 1.178  0.00
87 O -4.477 -0.453 -1.923  0.00
88 Cl -4.207 1.009 -1.989  0.00
89 O -2.752 1.129 -2.319  0.00
90 O -4.301 1.483 -0.562  0.00
91 O -0.259 -1.022 0.336  0.00
92 C 0.860 0.372 5.146  0.00
93 C 0.810 -0.148 3.755  0.00
94 O 0.796 -1.305 3.412  0.00
95 O 0.976 0.741 2.743  0.00
96 H 0.479 -0.374 5.829  0.00
97 H 0.346 1.309 5.215  0.00
98 H 1.930 0.500 5.407  0.00

Summary:
- gap between HOMO and LUMO (spin up / spin down) (eV) = 6.07 / 6.77
- <S²> = 0.762
- LUMO level (spin up / spin down) (eV) = -6.99 / -6.29
- E_HOMO (spin up / spin down) (eV) = -13.06 / -13.06
- total charge = +2
- multiplicity = 2



(2)
Formula: C33H48MnP2
Source: OMol25
Level of theory: wB97M-V/def2-TZVPD

Last column: Löwdin spin population.
CARTESIAN COORDINATES (ANGSTROEM)
1 Mn 0.146 -0.390 -1.432  2.34
2 C -0.832 -1.883 -0.019  -0.06
3 C 0.474 -2.325 -0.430  0.02
4 C 0.713 -0.302 0.694  0.03
5 C -0.688 -0.598 0.616  -0.01
6 C 1.435 -1.390 0.091  -0.04
7 C -2.071 -2.716 0.036  -0.01
8 H -2.095 -3.483 -0.745  0.00
9 H -2.978 -2.104 -0.030  0.00
10 H -2.121 -3.245 1.004  0.00
11 C -1.739 0.165 1.339  0.07
12 H -2.729 0.082 0.866  0.00
13 H -1.465 1.243 1.388  0.03
14 H -1.822 -0.204 2.378  0.00
15 C 1.286 0.792 1.523  0.03
16 H 1.374 0.448 2.569  0.00
17 H 0.619 1.665 1.519  0.02
18 H 2.281 1.105 1.180  0.00
19 C 2.903 -1.612 0.215  0.00
20 H 3.116 -2.202 1.122  0.00
21 H 3.447 -0.667 0.323  0.00
22 H 3.319 -2.164 -0.632  0.00
23 C 0.799 -3.652 -1.023  0.01
24 H 0.932 -4.425 -0.251  0.00
25 H 1.727 -3.607 -1.598  0.00
26 H 0.000 -3.995 -1.690  0.00
27 C -1.416 1.541 -5.170  0.01
28 C -1.765 0.246 -5.320  0.00
29 C -1.112 -0.677 -6.305  0.00
30 C 0.404 -0.453 -6.546  0.00
31 C 1.216 -0.076 -5.340  0.02
32 C 1.534 1.212 -5.061  0.01
33 C 0.931 2.380 -5.776  0.00
34 C -0.570 2.271 -6.155  0.00
35 H -1.634 -0.583 -7.278  0.00
36 H 0.536 0.281 -7.359  0.00
37 H -1.259 -1.727 -6.006  0.00
38 H -0.660 1.823 -7.156  0.00
39 H -1.886 2.179 -4.419  0.00
40 H -2.738 -0.097 -4.945  0.00
41 H -0.964 3.300 -6.247  0.00
42 H 1.074 3.290 -5.170  0.00
43 H 2.443 1.502 -4.528  0.01
44 H 1.502 2.558 -6.712  0.00
45 H 0.812 -1.400 -6.947  0.00
46 H 1.668 -0.924 -4.817  0.00
47 P -1.864 -0.053 -2.248  -0.02
48 C -3.155 1.203 -2.261  -0.01
49 C -2.247 -1.605 -3.189  0.00
50 P 1.877 0.736 -2.033  0.44
51 C -0.329 0.743 -2.854  0.03
52 C 3.212 -0.221 -2.850  0.05
53 C 2.231 2.511 -1.924  0.06
54 H -2.866 2.028 -1.593  0.00
55 H -4.062 0.719 -1.868  0.00
56 H -3.351 1.586 -3.269  0.00
57 H -1.624 -1.729 -4.083  0.00
58 H -3.310 -1.577 -3.470  0.00
59 H -2.069 -2.456 -2.523  0.00
60 H 2.131 2.978 -2.918  0.02
61 H 3.259 2.639 -1.543  0.01
62 H 1.528 2.986 -1.219  0.00
63 H -0.364 1.830 -2.876  0.01
64 H -0.072 0.277 -3.794  0.02
65 H 4.019 -0.340 -2.111  0.02
66 H 3.602 0.278 -3.749  0.01
67 H 2.831 -1.217 -3.130  0.00
68 C -1.737 5.442 4.759  0.01
69 C -1.552 4.046 4.905  -0.01
70 C -1.312 3.248 3.795  0.02
71 C -1.237 3.822 2.499  0.08
72 C -0.981 3.087 1.346  0.63
73 C -0.886 3.611 0.095  0.07
74 C -1.027 5.037 -0.048  0.03
75 C -1.283 5.829 1.055  -0.03
76 C -1.406 5.260 2.348  0.03
77 C -1.659 6.035 3.502  0.00
78 H -1.935 6.057 5.641  0.00
79 H -1.597 3.602 5.902  0.00
80 H -1.168 2.168 3.894  0.00
81 H -0.712 2.988 -0.789  0.01
82 H -0.931 5.481 -1.043  0.01
83 H -1.391 6.909 0.954  0.00
84 H -1.787 7.116 3.390  0.00

Summary:
- gap between HOMO and LUMO (spin up / spin down) (eV) = 6.54 / 7.18
- <S²> = 6.188
- LUMO level (spin up / spin down) (eV) = -2.82 / -3.12
- E_HOMO (spin up / spin down) (eV) = -9.36 / -10.30
- total charge = +1
- multiplicity = 5



(3)
Formula: C33H49AsClN12O2RuSi3
Source: OMol25
Level of theory: wB97M-V/def2-TZVPD

Last column: Löwdin spin population.
CARTESIAN COORDINATES (ANGSTROEM)
1 Ru -0.475 1.079 0.264  2.48
2 Cl -6.700 2.042 4.022  0.08
3 C -5.480 1.673 2.875  0.21
4 C -5.853 1.509 1.531  0.12
5 C -4.864 1.178 0.643  0.15
6 C -3.504 1.027 1.041  0.16
7 O -2.667 0.595 0.189  0.38
8 C -3.124 1.277 2.444  0.16
9 C -1.806 1.283 2.966  0.29
10 N -0.640 1.191 2.279  0.21
11 C 0.525 1.611 2.907  0.02
12 C 0.792 1.509 4.252  0.07
13 C 1.980 2.050 4.792  0.00
14 C 2.882 2.717 4.017  0.06
15 C 2.633 2.859 2.628  0.00
16 C 3.451 3.600 1.751  0.02
17 C 3.101 3.740 0.440  0.00
18 C 1.946 3.094 -0.033  0.03
19 N 1.183 2.380 0.751  0.06
20 C 1.480 2.272 2.078  0.02
21 C -4.164 1.556 3.323  0.09
22 H -6.882 1.630 1.227  0.00
23 H -5.085 1.007 -0.403  0.00
24 H -1.727 1.604 3.996  0.01
25 H 0.093 0.999 4.903  0.00
26 H 2.167 1.941 5.853  0.00
27 H 3.776 3.152 4.447  0.00
28 H 4.349 4.071 2.135  0.00
29 H 3.699 4.330 -0.243  0.00
30 H 1.633 3.170 -1.067  0.00
31 H -3.945 1.717 4.370  0.00
32 N -1.093 3.748 -2.006  0.01
33 C -1.299 4.066 -0.672  0.01
34 N -1.380 5.302 -0.234  0.01
35 N -1.561 5.159 1.103  0.01
36 N -1.569 3.912 1.430  0.01
37 N -1.428 3.168 0.295  0.09
38 C -0.925 2.480 -2.483  0.01
39 N -1.024 2.182 -3.762  0.00
40 N -0.803 0.847 -3.819  0.02
41 N -0.591 0.368 -2.655  0.00
42 N -0.625 1.397 -1.752  0.02
43 H -1.267 4.469 -2.686  0.00
44 C -2.003 -4.338 2.096  0.00
45 Si -1.928 -2.484 1.801  0.01
46 C -1.175 -1.794 3.384  0.01
47 C -3.743 -2.072 1.610  0.00
48 As -0.558 -1.533 0.042  0.06
49 Si -1.589 -2.502 -1.899  0.01
50 C -0.714 -2.492 -3.537  0.00
51 C -1.832 -4.305 -1.447  0.00
52 C -3.235 -1.675 -2.109  0.00
53 Si 1.439 -2.778 0.498  0.02
54 C 2.076 -3.599 -1.058  0.00
55 C 1.314 -4.164 1.736  0.00
56 C 2.687 -1.626 1.308  0.00
57 H -2.897 -4.486 2.714  0.00
58 H -1.154 -4.721 2.654  0.00
59 H -2.124 -4.941 1.197  0.00
60 H -1.836 -1.068 3.862  0.01
61 H -0.225 -1.291 3.194  0.00
62 H -0.993 -2.609 4.091  0.00
63 H -4.175 -1.934 2.607  0.00
64 H -4.246 -2.922 1.140  0.00
65 H -3.969 -1.185 1.021  0.00
66 H 0.280 -2.942 -3.510  0.00
67 H -0.630 -1.487 -3.952  0.00
68 H -1.333 -3.096 -4.211  0.00
69 H -0.964 -4.709 -0.919  0.00
70 H -1.979 -4.900 -2.355  0.00
71 H -2.710 -4.439 -0.811  0.00
72 H -3.108 -0.596 -2.224  0.00
73 H -3.887 -1.849 -1.249  0.00
74 H -3.721 -2.069 -3.008  0.00
75 H 1.439 -3.418 -1.919  0.00
76 H 2.135 -4.680 -0.900  0.00
77 H 3.069 -3.222 -1.301  0.00
78 H 0.720 -5.011 1.392  0.00
79 H 0.946 -3.841 2.713  0.00
80 H 2.348 -4.508 1.862  0.00
81 H 2.300 -0.615 1.447  0.00
82 H 3.594 -1.551 0.702  0.00
83 H 2.962 -2.024 2.288  0.00
84 O 2.056 0.210 -1.249  0.02
85 C 3.116 0.097 -1.833  0.00
86 C 4.259 1.063 -1.700  0.00
87 C 4.086 2.081 -2.855  0.00
88 C 3.893 1.504 -4.271  0.00
89 C 2.520 0.849 -4.541  0.00
90 C 2.376 -0.593 -4.000  0.00
91 N 3.297 -0.812 -2.864  0.00
92 H 5.215 0.537 -1.785  0.00
93 H 4.226 1.574 -0.742  0.00
94 H 4.950 2.747 -2.855  0.00
95 H 3.210 2.697 -2.627  0.00
96 H 4.705 0.804 -4.503  0.00
97 H 4.013 2.332 -4.970  0.00
98 H 2.326 0.850 -5.614  0.00
99 H 1.739 1.471 -4.093  0.00
100 H 2.607 -1.336 -4.761  0.00
101 H 1.363 -0.757 -3.646  0.00
102 H 4.256 -0.805 -3.176  0.00

Summary:
- gap between HOMO and LUMO (spin up / spin down) (eV) = 5.34 / 5.29
- <S²> = 8.789
- LUMO level (spin up / spin down) (eV) = -0.38 / -2.60
- E_HOMO (spin up / spin down) (eV) = -5.72 / -7.89
- multiplicity = 6



Values for molar mass, u, ordered as above
766.2, 561.6, 941.5
Values for max |F|, eV Å⁻¹, ordered as above
3.25, 4.31, 1.42
Values for energy, hartree, ordered as above
-3688.1372, -3119.4269, -5753.7792